Computed, not measured: C25H40BrMgNOP2 as an isolated structure, with the ωB97M-V functional and the def2-TZVPD basis.

```
71
C25H40BrMgNOP2 | the Open Molecules 2025 dataset | the ωB97M-V functional and the def2-TZVPD basis
C 2.998 -2.309 -6.974
C 3.316 -2.010 -5.637
C 4.673 -1.912 -5.277
C 5.645 -2.133 -6.260
N 5.320 -2.423 -7.517
C 4.044 -2.511 -7.882
C 2.280 -1.816 -4.655
C 1.436 -1.635 -3.792
C 0.414 -1.386 -2.823
C -0.698 -0.605 -3.183
C -1.738 -0.396 -2.262
C -1.592 -0.882 -0.975
C -0.534 -1.679 -0.591
C 0.498 -1.920 -1.523
Mg -3.389 -0.703 0.199
P -2.568 1.665 0.553
H 4.977 -1.681 -4.259
H 1.968 -2.394 -7.309
H 6.707 -2.072 -6.012
H 3.831 -2.752 -8.927
H 1.362 -2.532 -1.252
H -0.758 -0.186 -4.192
H -0.482 -2.130 0.402
H -2.623 0.160 -2.586
C -3.371 2.410 2.029
C -2.754 3.691 2.581
H -3.332 1.604 2.784
H -4.435 2.558 1.778
H -3.354 4.056 3.422
H -1.743 3.508 2.959
H -2.721 4.486 1.830
C -0.780 2.020 0.725
C -0.137 2.911 -0.329
H -0.313 1.026 0.675
H -0.584 2.405 1.737
H 0.948 2.940 -0.166
H -0.297 2.519 -1.340
H -0.496 3.945 -0.288
C -3.182 2.638 -0.877
C -3.390 4.133 -0.654
H -4.137 2.173 -1.180
H -2.480 2.464 -1.707
H -3.726 4.590 -1.595
H -4.160 4.332 0.100
H -2.467 4.648 -0.360
Br -2.961 -1.168 2.551
P 1.574 -1.183 4.038
C 1.096 0.549 3.582
C 1.200 1.464 4.805
H 0.074 0.536 3.173
H 1.786 0.879 2.791
H 1.224 2.517 4.503
H 0.345 1.323 5.477
H 2.116 1.257 5.372
C -0.066 -2.022 4.093
C -0.063 -3.227 5.031
H -0.379 -2.302 3.076
H -0.777 -1.265 4.450
H -1.091 -3.509 5.282
H 0.423 -4.094 4.570
H 0.463 -2.985 5.962
C 2.261 -1.805 2.441
C 3.789 -1.729 2.438
H 1.823 -1.232 1.610
H 1.928 -2.849 2.361
H 4.200 -2.358 1.642
H 4.140 -0.705 2.271
H 4.204 -2.080 3.390
O -4.907 -0.910 -1.144
H -5.573 -0.251 -1.407
H -5.008 -1.666 -1.753
```

LUMO (alpha / beta): -10.23 / -8.22 eV
Kohn-Sham gap (alpha / beta): 0.0472 / 0.1208 hartree
HOMO (alpha / beta): -11.51 / -11.50 eV
Net charge: +2
ΔE to the lowest compared entry with this formula, charge and spin: 0.0 kcal per mole
E_tot: -4562.74588 hartree

These are the Löwdin partial charges, in e, on atoms 1 to 4: 0.050, -0.174, 0.052, -0.014